Record 1
This record from the Open Molecules 2025 dataset describes a structure of composition C53H34CdCl4IN7O. The level of theory is wB97M-V/def2-TZVPD.

Cartesian coordinates (Å):
Cd  0.23  -0.27  0.80
Cl  7.54  -0.27  -1.15
C  6.17  0.07  -0.16
C  6.04  1.31  0.44
C  4.93  1.57  1.23
C  3.95  0.61  1.43
C  4.12  -0.65  0.85
C  5.21  -0.92  0.05
C  2.76  0.90  2.26
C  1.87  1.90  2.03
C  0.81  2.35  2.92
C  -0.09  3.06  2.22
C  0.22  2.89  0.80
C  -0.71  2.81  -0.19
C  -2.09  3.29  0.16
C  -2.93  2.49  0.92
C  -4.20  2.91  1.26
C  -4.64  4.15  0.83
Cl  -6.23  4.70  1.26
C  -3.82  4.96  0.06
C  -2.55  4.53  -0.27
C  -0.69  1.83  -1.37
N  -0.87  0.49  -0.78
C  -1.96  -0.12  -1.30
C  -2.48  -1.38  -1.00
C  -3.56  -1.90  -1.89
C  -4.84  -2.17  -1.43
C  -5.82  -2.66  -2.29
C  -5.51  -2.89  -3.62
Cl  -6.73  -3.51  -4.69
C  -4.24  -2.63  -4.10
C  -3.28  -2.14  -3.24
C  -2.06  -2.21  0.09
C  -2.62  -3.49  0.47
C  -1.97  -3.91  1.58
C  -0.97  -2.91  1.90
N  -1.08  -1.90  0.95
C  -0.10  -2.95  2.97
C  0.90  -1.97  3.32
C  1.92  -2.09  4.29
C  2.76  -0.99  4.14
C  2.25  -0.22  3.10
N  1.13  -0.82  2.61
C  -0.13  -4.16  3.84
C  -0.54  -4.08  5.17
C  -0.53  -5.21  5.98
C  -0.10  -6.42  5.45
Cl  -0.08  -7.83  6.46
C  0.31  -6.52  4.13
C  0.29  -5.38  3.33
C  -2.58  0.81  -2.27
C  -1.91  1.96  -2.27
N  1.60  2.56  0.81
H  6.80  2.06  0.27
H  4.84  2.54  1.71
H  3.38  -1.42  1.02
H  5.33  -1.89  -0.41
H  0.82  2.17  3.98
H  -0.97  3.56  2.59
H  -2.58  1.52  1.25
H  -4.85  2.29  1.87
H  -4.18  5.93  -0.26
H  -1.91  5.17  -0.87
H  -5.09  -1.97  -0.40
H  -6.82  -2.86  -1.92
H  -4.01  -2.82  -5.14
H  -2.28  -1.94  -3.62
H  -3.43  -3.99  -0.04
H  -2.16  -4.80  2.15
H  2.02  -2.89  5.00
H  3.64  -0.76  4.73
H  -0.86  -3.13  5.57
H  -0.86  -5.15  7.01
H  0.64  -7.47  3.74
H  0.62  -5.45  2.30
H  -3.48  0.58  -2.82
H  -2.12  2.85  -2.83
N  3.71  2.45  -1.95
C  2.55  3.03  -1.30
O  2.23  2.05  -0.29
C  3.03  4.35  -0.65
I  1.76  6.08  -0.66
H  3.66  1.44  -1.87
H  3.67  2.69  -2.93
H  3.94  4.65  -1.15
H  3.24  4.17  0.40
N  1.68  3.20  -3.67
C  1.27  3.13  -2.28
N  0.54  1.89  -2.15
C  0.76  1.13  -3.31
C  0.49  -0.20  -3.59
C  0.82  -0.68  -4.86
C  1.40  0.15  -5.81
C  1.71  1.47  -5.51
C  1.40  1.94  -4.25
H  1.41  4.01  -4.20
H  0.66  3.99  -2.00
H  0.05  -0.85  -2.86
H  0.63  -1.71  -5.11
H  1.63  -0.25  -6.79
H  2.18  2.12  -6.24

Output
net charge: 0
maximum force: 0.96 eV Å⁻¹
energy above the lowest of the compared OMol25 structures with the same formula, charge and spin: 130.0 kcal/mol

Record 2
This record from the Open Molecules 2025 dataset describes the molecule C5H7NOS in a non-equilibrium geometry. The level of theory is wB97M-V/def2-TZVPD.

Cartesian coordinates (Å):
C  -2.32  0.84  0.04
C  -0.86  0.91  0.05
C  -0.05  -0.27  0.63
C  0.48  -1.10  -0.53
C  1.77  -0.28  -0.37
H  -2.82  1.83  -0.08
H  -0.65  -0.82  1.40
H  0.70  -2.12  -0.18
H  -0.11  -1.22  -1.46
H  1.72  0.51  -1.11
H  2.77  -0.74  -0.44
H  1.46  1.03  1.26
N  1.35  0.09  1.02
O  -0.26  1.88  -0.33
S  -3.18  -0.53  0.10

Output
net charge: 0
maximum force: 2.58 eV Å⁻¹
energy above the lowest of the compared OMol25 structures with the same formula, charge and spin: 59.4 kcal/mol
SMILES: O=C(C=S)[C@H]1CCN1

Record 3
This record from the Open Molecules 2025 dataset describes a cluster of 8 separate species, C19H54NO8 in total. The level of theory is wB97M-V/def2-TZVPD.

Cartesian coordinates (Å):
C  -1.29  -3.51  -0.61
C  -1.64  -2.58  -1.77
C  -2.31  -1.30  -1.28
N  -1.33  -0.28  -0.73
C  0.09  -0.61  -1.07
C  0.12  -1.10  -2.49
O  -0.51  -2.35  -2.62
H  -2.17  -4.11  -0.36
H  -0.47  -4.17  -0.87
H  -1.04  -2.96  0.30
H  -2.38  -3.07  -2.40
H  -2.90  -0.80  -2.05
H  -2.99  -1.57  -0.48
H  -1.44  -0.20  0.28
H  -1.56  0.66  -1.11
H  0.71  0.27  -0.91
H  0.42  -1.40  -0.40
H  1.16  -1.20  -2.81
H  -0.34  -0.34  -3.15
C  3.95  -3.92  -3.47
C  3.94  -4.03  -1.96
O  3.02  -3.12  -1.34
H  4.21  -2.90  -3.77
H  4.67  -4.60  -3.90
H  2.97  -4.16  -3.88
H  4.91  -3.78  -1.54
H  3.70  -5.06  -1.65
H  2.14  -3.33  -1.67
C  -3.67  4.14  -1.99
C  -3.46  2.64  -1.96
O  -2.35  2.28  -1.10
H  -2.77  4.64  -2.34
H  -4.49  4.38  -2.66
H  -3.91  4.52  -1.00
H  -3.21  2.27  -2.94
H  -4.37  2.14  -1.62
H  -2.53  2.62  -0.22
C  1.91  2.52  1.06
C  1.66  2.00  2.46
O  0.80  0.84  2.42
H  0.96  2.78  0.60
H  2.56  3.40  1.06
H  2.40  1.75  0.46
H  1.14  2.75  3.06
H  2.59  1.75  2.97
H  1.29  0.15  1.96
C  -3.10  -8.29  1.33
C  -2.61  -6.91  0.94
O  -3.53  -5.88  1.29
H  -4.06  -8.50  0.86
H  -2.39  -9.06  1.03
H  -3.23  -8.36  2.42
H  -2.49  -6.85  -0.14
H  -1.63  -6.71  1.40
H  -3.65  -5.91  2.24
C  -7.78  1.05  -2.58
C  -7.44  1.94  -3.76
O  -6.04  1.98  -4.03
H  -7.26  1.39  -1.68
H  -8.86  1.07  -2.38
H  -7.50  0.02  -2.78
H  -7.72  2.97  -3.56
H  -7.98  1.62  -4.65
H  -5.76  1.08  -4.25
C  3.79  5.52  5.61
C  3.39  4.38  4.69
O  2.51  4.80  3.65
H  2.90  5.97  6.05
H  4.44  5.16  6.41
H  4.33  6.29  5.05
H  2.85  3.61  5.24
H  4.29  3.92  4.26
H  2.96  5.49  3.14
C  7.39  2.26  1.86
C  6.91  3.06  3.05
O  6.79  4.45  2.77
H  8.36  2.63  1.52
H  7.49  1.20  2.12
H  6.69  2.34  1.03
H  7.61  2.99  3.88
H  5.94  2.67  3.41
H  6.18  4.56  2.04

Output
net charge: +1
maximum force: 0.39 eV Å⁻¹

| no. | HOMO-LUMO gap (eV) | E_HOMO (eV) | total energy (eV) |
| --- | --- | --- | --- |
| 1 | 5.760 | -6.8 | -130743.871 |
| 2 | 7.439 | -9.1 | -19669.027 |
| 3 | 9.547 | -12.0 | -38441.016 |